Entry 1:
Formula: C27H44ErN3P3Se
Source: OMol25
Level of theory: ωB97M-V/def2-TZVPD

Geometry as ORCA input:
```
! wB97M-V def2-TZVPD RIJCOSX def2/J DEFGRID3
* xyz 3 4
Er -0.3625 1.3563 -3.6910
P 0.1975 2.5350 1.7252
P -1.0885 -1.8761 0.8725
P -2.3602 0.4743 -1.6067
H 2.3165 2.3897 -3.3056
C 1.3293 2.8527 -3.4929
C 0.4950 3.0748 -2.3882
H 0.8483 2.5998 -1.4516
C 1.3397 3.6507 2.5486
C -0.6631 1.4878 2.8960
C -0.9907 3.5569 0.8120
C -0.5508 -3.2601 -0.2231
C -0.2455 -2.4165 2.4244
C -2.7953 -2.4662 1.2637
C -3.0303 1.7537 -2.7998
C -3.5647 0.8161 -0.2563
C -3.2398 -0.9836 -2.2864
H 1.2441 3.3671 -4.4578
H -0.0329 4.0022 -2.1968
H 1.7557 4.3704 1.8333
H 2.1660 3.1104 3.0170
H 0.7968 4.2023 3.3253
H 0.0136 0.7108 3.2619
H -1.5341 1.0135 2.4302
H -0.9935 2.0867 3.7498
H -0.4607 4.2566 0.1515
H -1.5886 4.1537 1.5217
H -1.6666 2.9467 0.1963
H -0.2293 -4.1147 0.3859
H 0.2942 -2.9005 -0.8227
H -1.3683 -3.5610 -0.8916
H -0.9896 -2.6328 3.2005
H 0.3964 -1.6031 2.7867
H 0.3708 -3.3101 2.2476
H -2.7276 -3.3822 1.8637
H -3.3810 -2.6619 0.3561
H -3.3005 -1.6947 1.8604
H -4.1263 1.6987 -2.6932
H -2.8072 1.5681 -3.8734
H -2.7029 2.7524 -2.4758
H -4.4639 1.2434 -0.7210
H -3.1878 1.5403 0.4721
H -3.8687 -0.0899 0.2826
H -4.2171 -0.6345 -2.6379
H -3.3794 -1.7604 -1.5270
H -2.6789 -1.4119 -3.1207
C 1.1782 -0.5596 -3.2766
C 1.5789 0.1431 -4.4696
C 0.6776 0.1934 -5.5611
C -0.5373 -0.5423 -5.4414
C -0.5592 -1.6615 -4.5611
C 0.3398 -1.6966 -3.5059
Se 1.4645 0.0513 -1.5107
H 0.8982 1.6068 0.8855
H 2.5212 0.6955 -4.4819
H 0.8998 0.7734 -6.4830
H -1.3552 -0.3694 -6.1507
H -1.2751 -2.4872 -4.6848
H 0.4255 -2.5311 -2.8121
N 5.7885 -5.2925 7.1138
C 5.4806 -4.4972 6.3107
C 5.1231 -3.5195 5.3176
C 5.8729 -2.3374 5.2283
C 5.5623 -1.3803 4.2599
C 4.4923 -1.6190 3.3878
C 3.7579 -2.8091 3.4559
C 4.0670 -3.7582 4.4275
N 4.0828 -0.6121 2.4986
C 4.6880 0.6393 2.3319
C 3.8351 1.3737 1.5532
N 2.7055 0.6319 1.2871
C 2.9090 -0.5800 1.7830
H 6.7077 -2.1560 5.9072
H 6.1259 -0.4475 4.2071
H 2.9406 -3.0081 2.7634
H 3.5151 -4.6975 4.4912
H 5.6223 0.8914 2.7938
H 3.9444 2.3759 1.1736
H 2.2717 -1.4502 1.6449
*
```

Results
HOMO energy (spin up / spin down), Ha: -0.54162 / -0.54171
Largest force on an atom, eV/A: 5.20
Expectation value of S²: 4.17

Entry 2:
Formula: CH3NO2S2
Source: OMol25
Level of theory: ωB97M-V/def2-TZVPD

Geometry as ORCA input:
```
! wB97M-V def2-TZVPD RIJCOSX def2/J DEFGRID3
* xyz 0 1
C 0.1611 -1.2405 0.0064
N 0.5414 1.4494 -0.0594
O -0.5283 2.0092 0.5432
O 0.2562 1.1485 -1.3469
S -0.4429 -1.2930 -1.4251
S 0.8096 -2.1594 1.2749
H -0.2181 2.5344 1.2745
H -0.8041 1.0248 -1.5815
H 0.2251 -3.4733 1.3140
*
```

Results
HOMO energy (spin up / spin down), Ha: -0.28186 / -0.30384
Relative energy (zero: lowest compared OMol25 entry of this formula, charge and spin), kJ/mol: 570.5
Largest force on an atom, eV/A: 3.72

Entry 3:
Formula: C28H19N5O6RhS
Source: OMol25
Level of theory: ωB97M-V/def2-TZVPD

Geometry as ORCA input:
```
! wB97M-V def2-TZVPD RIJCOSX def2/J DEFGRID3
* xyz 1 5
Rh 0.0905 0.1865 -0.2884
O 2.5505 -6.0968 -1.3505
C 3.0682 -4.9456 -1.4774
O 4.1952 -5.0235 -1.9888
C 2.4066 -3.7104 -1.0568
C 1.1089 -3.7715 -0.5110
C 0.4934 -2.6144 -0.1360
N 1.1663 -1.4070 -0.2519
C 2.4135 -1.3338 -0.8526
C 3.0505 -2.4744 -1.2456
C 2.8985 0.0394 -0.9798
C 4.2067 0.3918 -1.2893
C 4.5484 1.7281 -1.3520
C 3.5861 2.6960 -1.0822
C 2.3081 2.2851 -0.7736
N 1.9652 0.9937 -0.7430
C -0.8813 -2.4651 0.3369
C -1.6631 -3.5019 0.8279
C -2.9700 -3.2432 1.1965
C -3.4786 -1.9574 1.0606
C -2.6466 -0.9660 0.5855
N -1.3772 -1.2055 0.2477
H 0.6104 -4.7274 -0.4219
H 4.0284 -2.4531 -1.7069
H 4.9469 -0.3763 -1.4616
H 5.5630 2.0168 -1.5912
H 3.8247 3.7493 -1.1022
H 1.5205 2.9844 -0.5272
H -1.2454 -4.4933 0.9305
H -3.5908 -4.0392 1.5852
H -4.5013 -1.7244 1.3193
H -2.9891 0.0519 0.4587
O -2.0883 3.3283 1.2592
C -1.4275 2.3206 1.3255
O -0.5804 1.9854 0.3602
C -1.5289 1.3552 2.4706
C -2.7444 1.2543 3.1361
C -2.9291 0.2746 4.0981
C -1.8746 -0.5716 4.3859
C -0.6320 -0.4467 3.7918
C -0.4641 0.5320 2.8277
N -2.0818 -1.6609 5.3670
O -1.1517 -2.4142 5.5635
O -3.1709 -1.7374 5.8918
H -3.5459 1.9314 2.8722
H -3.8702 0.1502 4.6135
H 0.1708 -1.1074 4.0846
H 0.5083 0.6643 2.3665
S -0.9024 0.3678 -2.5423
C -0.6962 2.0098 -3.0426
N -0.8413 3.0105 -2.1488
C -0.7970 4.3185 -2.4708
C -0.5929 4.7027 -3.7650
C -0.4234 3.7012 -4.7288
C -0.4711 2.3719 -4.3759
H -0.9601 2.7519 -1.1561
H -0.9434 5.0036 -1.6477
H -0.5676 5.7501 -4.0234
H -0.2547 3.9723 -5.7628
H -0.3462 1.5889 -5.1091
*
```

Results
HOMO energy (spin up / spin down), Ha: -0.33732 / -0.43654
Relative energy (zero: lowest compared OMol25 entry of this formula, charge and spin), kJ/mol: 42.8
Largest force on an atom, eV/A: 0.42
Expectation value of S²: 6.05